(1)
Molecular formula: C4H7ClN3
Method: DFT, the ωB97M-V functional and the def2-TZVPD basis

```
15
C4H7ClN3, DFT the ωB97M-V functional and the def2-TZVPD basis
N -2.418 1.566 -0.131
N -1.235 0.754 -0.433
C -1.083 -0.354 0.178
N -0.275 -1.289 -0.135
C 0.941 -1.774 -0.235
C 2.165 -1.089 0.024
C 2.360 0.233 0.136
Cl 3.824 1.040 0.043
H -2.882 1.619 -1.027
H -2.212 2.509 0.178
H -2.879 0.958 0.494
H -1.864 -0.552 1.009
H 0.974 -2.749 -0.656
H 3.049 -1.724 0.182
H 1.536 0.851 0.372
```

As for the frontier orbital gap: 8.67 eV. The largest force on an atom comes out at 4.2 eV/A. As for the HOMO energy: -13.159 eV. The total charge is +1. The energy relative to the best compared isomer or geometry (same formula, charge and spin) is 65.6 kcal/mol.

=====

(2)
Molecular formula: C4H7ClN3
Method: DFT, the ωB97M-V functional and the def2-TZVPD basis

```
15
C4H7ClN3, DFT the ωB97M-V functional and the def2-TZVPD basis
C -0.132 1.939 0.283
C -0.333 0.476 0.411
N -1.000 -0.219 1.342
C -0.770 -1.586 1.136
N -0.024 -1.718 0.071
N 0.287 -0.489 -0.378
C 1.314 -0.722 -1.538
Cl 0.356 -0.081 -2.948
H -0.789 2.306 -0.495
H 0.956 2.147 0.241
H -0.572 2.297 1.199
H -1.657 0.121 1.991
H -1.180 -2.348 1.609
H 1.208 -1.798 -1.523
H 2.335 -0.324 -1.399
```

As for the frontier orbital gap: 11.30 eV. The largest force on an atom comes out at 6.1 eV/A. As for the HOMO energy: -14.967 eV. The total charge is +1. The energy relative to the best compared isomer or geometry (same formula, charge and spin) is 10.5 kcal/mol.

=====

(3)
Molecular formula: C4H7ClN3
Method: DFT, the ωB97M-V functional and the def2-TZVPD basis

```
15
C4H7ClN3, DFT the ωB97M-V functional and the def2-TZVPD basis
C -1.862 -0.257 -0.124
C 0.646 -1.390 0.793
C -0.137 -1.876 -0.396
C 0.360 2.136 -0.209
N -1.302 -1.289 -0.470
N 0.144 0.820 0.389
N 0.989 -0.108 0.200
Cl -3.253 0.515 0.170
H 0.019 -1.351 1.589
H 1.373 -2.121 1.012
H 0.457 -2.334 -1.177
H 1.003 2.078 -1.114
H -0.582 2.380 -0.532
H 0.502 2.912 0.489
H 1.641 -0.115 -0.618
```

As for the frontier orbital gap (spin up / spin down): 8.04 / 8.05 eV. The largest force on an atom comes out at 3.2 eV/A. As for the HOMO energy (spin up / spin down): -12.630 / -12.631 eV. The total charge is +1. The energy relative to the best compared isomer or geometry (same formula, charge and spin) is 109.2 kcal/mol.

=====

(4)
Molecular formula: C4H7ClN3O2
Method: DFT, the ωB97M-V functional and the def2-TZVPD basis

```
17
C4H7ClN3O2, DFT the ωB97M-V functional and the def2-TZVPD basis
C -2.961 0.272 0.519
C 2.301 -0.149 -1.378
C 1.261 0.397 -0.524
C -1.512 -1.162 0.790
N -1.597 0.342 1.154
N -2.833 -1.089 0.343
N 0.655 1.255 0.272
O -3.745 1.008 0.095
O 1.045 -0.769 -1.013
Cl -1.313 -2.254 2.244
H 2.493 0.180 -2.463
H 3.100 -0.626 -0.975
H -1.767 0.378 2.152
H -3.598 -1.656 -0.057
H -0.324 0.893 0.789
H -0.744 -1.289 0.088
H 1.134 2.038 0.661
```

As for the frontier orbital gap: 10.55 eV. The largest force on an atom comes out at 3.8 eV/A. As for the HOMO energy: -14.322 eV. The total charge is +1.

=====

(5)
Molecular formula: C4H7ClO
Method: DFT, the ωB97M-V functional and the def2-TZVPD basis

```
13
C4H7ClO, DFT the ωB97M-V functional and the def2-TZVPD basis
C 1.622 -0.886 -0.137
C 0.273 0.106 0.156
C -0.887 0.091 -0.651
C -1.799 0.126 0.353
H 2.192 -0.810 1.243
H 1.053 -1.897 -0.179
H 2.428 -0.607 -1.078
H -0.131 0.094 1.214
H 0.108 2.089 -0.681
H -1.000 -0.077 -1.665
H -1.411 0.254 1.534
O 1.070 1.438 -0.023
Cl -3.517 0.079 -0.087
```

As for the frontier orbital gap: 10.03 eV. The largest force on an atom comes out at 8.6 eV/A. As for the HOMO energy: -9.710 eV. The total charge is 0. The energy relative to the best compared isomer or geometry (same formula, charge and spin) is 172.4 kcal/mol.

=====

(6)
Molecular formula: C4H7ClO
Method: DFT, the ωB97M-V functional and the def2-TZVPD basis

```
13
C4H7ClO, DFT the ωB97M-V functional and the def2-TZVPD basis
C -0.466 1.383 -0.016
C -0.032 -0.050 -0.256
C -1.252 -1.000 -0.280
O -2.351 -0.523 -0.469
C 1.221 -0.637 0.502
Cl 2.749 -0.208 -0.470
H -0.697 1.971 -0.993
H 0.400 1.742 0.467
H -1.333 1.378 0.630
H 0.225 -0.118 -1.313
H -0.960 -2.018 0.094
H 1.159 -1.677 0.585
H 1.337 -0.243 1.519
```

As for the frontier orbital gap: 10.57 eV. The largest force on an atom comes out at 2.8 eV/A. As for the HOMO energy: -10.005 eV. The total charge is 0. The energy relative to the best compared isomer or geometry (same formula, charge and spin) is 25.9 kcal/mol.

=====

(7)
Molecular formula: C4H7ClO
Method: DFT, the ωB97M-V functional and the def2-TZVPD basis

```
13
C4H7ClO, DFT the ωB97M-V functional and the def2-TZVPD basis
C 1.954 1.114 0.036
C -0.055 0.962 -0.070
C -1.219 0.119 -0.014
C -1.197 -1.390 -0.034
O 0.029 -2.050 -0.352
Cl -2.858 0.640 -0.202
H 2.079 2.176 -0.211
H 1.860 1.099 1.129
H 2.388 0.246 -0.494
H -0.194 1.975 0.135
H -1.948 -1.760 -0.789
H -1.644 -1.686 0.978
H 0.806 -1.445 -0.111
```

As for the frontier orbital gap: 9.61 eV. The largest force on an atom comes out at 5.5 eV/A. As for the HOMO energy: -9.087 eV. The total charge is 0. The energy relative to the best compared isomer or geometry (same formula, charge and spin) is 93.1 kcal/mol.

=====

(8)
Molecular formula: C4H7ClO3
Method: DFT, the ωB97M-V functional and the def2-TZVPD basis

```
15
C4H7ClO3, DFT the ωB97M-V functional and the def2-TZVPD basis
C -2.567 -0.452 0.226
C -1.173 0.119 0.109
C -0.067 -0.552 -0.051
Cl 0.060 -2.278 -0.436
C 1.311 0.396 -0.030
O 2.198 -0.068 -1.004
O 1.189 1.714 -0.338
O 1.842 0.132 1.179
H -3.257 0.251 -0.230
H -2.672 -1.379 -0.438
H -2.724 -0.804 1.242
H -0.940 1.205 0.284
H 2.086 -0.999 -1.266
H 2.062 2.162 -0.500
H 2.652 0.555 1.254
```

As for the frontier orbital gap: 10.26 eV. The largest force on an atom comes out at 4.0 eV/A. As for the HOMO energy: -9.673 eV. The total charge is 0. The energy relative to the best compared isomer or geometry (same formula, charge and spin) is 36.5 kcal/mol.

=====

(9)
Molecular formula: C4H7ClO3S
Method: DFT, the ωB97M-V functional and the def2-TZVPD basis

```
16
C4H7ClO3S, DFT the ωB97M-V functional and the def2-TZVPD basis
C 1.278 -0.476 0.343
C 2.479 -0.802 1.156
C -0.777 1.240 -1.466
C -2.041 -1.054 0.255
O 1.018 -0.946 -0.728
O 0.325 0.259 1.005
O -1.885 1.548 0.905
S -1.200 0.487 0.202
Cl -3.686 -0.509 -0.223
H 2.224 -1.080 2.197
H 3.052 0.076 1.508
H 3.010 -1.535 0.736
H -0.363 2.329 -1.371
H -0.237 0.624 -2.019
H -1.707 1.397 -2.019
H -1.491 -1.557 -0.481
```

As for the frontier orbital gap: 8.88 eV. The largest force on an atom comes out at 5.4 eV/A. As for the HOMO energy: -8.466 eV. The total charge is 0. The energy relative to the best compared isomer or geometry (same formula, charge and spin) is 94.4 kcal/mol.

=====

(10)
Molecular formula: C4H7ClP
Method: DFT, the ωB97M-V functional and the def2-TZVPD basis

```
13
C4H7ClP, DFT the ωB97M-V functional and the def2-TZVPD basis
C 0.212 -0.778 0.181
C 1.219 -0.392 0.822
C 2.080 0.308 1.675
C -1.528 0.070 -1.966
P -1.169 0.798 -0.195
Cl -2.615 -0.045 0.879
H -0.368 -1.594 -0.274
H 2.067 1.334 1.344
H 3.182 0.210 1.619
H 2.006 0.151 2.690
H -0.774 0.406 -2.567
H -2.464 0.513 -2.341
H -1.848 -0.980 -1.868
```

As for the frontier orbital gap: 8.22 eV. The largest force on an atom comes out at 4.6 eV/A. As for the HOMO energy: -14.410 eV. The total charge is +1. The energy relative to the best compared isomer or geometry (same formula, charge and spin) is 37.3 kcal/mol.

=====

(11)
Molecular formula: C4H7ClS
Method: DFT, the ωB97M-V functional and the def2-TZVPD basis

```
13
C4H7ClS, DFT the ωB97M-V functional and the def2-TZVPD basis
C 1.516 0.774 -1.407
C 0.443 0.573 -0.344
Cl 1.321 0.154 1.150
C -0.792 1.453 -0.500
C -0.855 -0.142 -0.683
S -1.650 -1.390 0.355
H 2.359 -0.045 -1.416
H 2.022 1.815 -1.363
H 1.219 0.582 -2.437
H -0.731 2.282 -1.260
H -1.361 1.632 0.322
H -0.856 -0.338 -1.732
H -0.588 -2.239 0.272
```

As for the frontier orbital gap: 10.07 eV. The largest force on an atom comes out at 3.0 eV/A. As for the HOMO energy: -9.304 eV. The total charge is 0. The energy relative to the best compared isomer or geometry (same formula, charge and spin) is 31.4 kcal/mol.

=====

(12)
Molecular formula: C4H7CuF6NO2P
Method: DFT, the ωB97M-V functional and the def2-TZVPD basis

```
22
C4H7CuF6NO2P, DFT the ωB97M-V functional and the def2-TZVPD basis
Cu 0.036 0.285 0.938
O -0.459 -0.785 2.928
H -1.023 -0.839 3.695
O 1.451 1.879 1.831
H 2.199 2.384 1.503
P -2.566 1.668 -0.686
F -1.447 0.746 -1.474
F -2.019 3.001 -1.392
F -3.589 1.401 -1.881
F -3.703 2.522 0.100
F -3.109 0.346 0.099
F -1.431 1.921 0.499
N 2.462 -0.741 -0.577
C 1.433 -0.649 -1.460
C 0.527 -1.686 -1.182
C 1.159 -2.476 -0.164
C 2.273 -1.789 0.253
H 3.258 -0.135 -0.540
H 1.259 0.224 -2.066
H -0.377 -1.915 -1.717
H 0.709 -3.368 0.236
H 2.959 -1.995 1.057
```

As for the frontier orbital gap: 5.90 eV. The largest force on an atom comes out at 2.1 eV/A. As for the HOMO energy: -0.107 eV. The total charge is -2. The energy relative to the best compared isomer or geometry (same formula, charge and spin) is 13.5 kcal/mol.